1.
# C3H4N2O

A molecular structure, C3H4N2O (wB97M-V/def2-TZVPD, OMol25).

XYZ file:
```
10
Properties=species:S:1:pos:R:3:lowdin_charge:R:1
O -0.56145 -2.00978 -1.05149 0.032
C -0.65690 -0.95665 -0.33387 -0.723
N -1.46380 -0.32236 0.41657 0.111
C 0.35405 1.41475 0.91319 0.131
C 1.24149 1.08294 0.13519 -0.021
N 0.69184 -0.63022 -0.60471 0.167
H -2.34158 -0.82535 0.50989 0.062
H -0.44939 1.61508 1.58792 0.055
H 2.19075 1.22305 -0.34363 0.082
H 0.74252 -0.33222 -1.58262 0.104
```

As for the electronic energy: -301.24569 hartree. The HOMO-LUMO gap (alpha / beta) comes out at 0.291 / 0.291 Eh. Its charge is 0. The value obtained for the HOMO energy (alpha / beta) is -9.513 / -9.516 eV. The calculation puts the relative energy (zero: lowest compared OMol25 entry of this formula, charge and spin) at 6.5727 eV.


2.
# C3H4N2O

C3H4N2O in the gas phase in a non-equilibrium geometry (wB97M-V/def2-TZVPD, OMol25).

XYZ file:
```
10
Properties=species:S:1:pos:R:3:lowdin_charge:R:1
N 0.42449 -0.52266 -0.43242 -0.230
C 0.11217 0.69109 0.18194 -0.175
C -1.13084 1.15515 0.26287 0.008
O -0.55966 -1.49371 -0.53060 0.010
C 1.75856 -0.90331 -0.73653 -0.137
N 2.53099 -1.25974 0.05855 0.184
H -0.82531 -1.72816 0.37138 0.120
H 0.98573 1.27957 0.41970 0.114
H -1.34057 2.16463 0.59138 0.050
H -1.95557 0.61715 -0.18629 0.055
```

As for the electronic energy: -301.28730 hartree. The HOMO-LUMO gap (alpha / beta) comes out at 0.293 / 0.293 Eh. Its charge is 0. The value obtained for the HOMO energy (alpha / beta) is -8.567 / -8.566 eV. The calculation puts the relative energy (zero: lowest compared OMol25 entry of this formula, charge and spin) at 5.4403 eV. As for the SMILES: C=CN(O)C#N.


3.
# C3H4N2O

C3H4N2O in the gas phase in a non-equilibrium geometry (wB97M-V/def2-TZVPD, OMol25).

XYZ file:
```
10
Properties=species:S:1:pos:R:3:lowdin_charge:R:1
C -1.60843 0.77281 0.65520 -0.218
C 1.79286 -0.40643 -0.22232 0.066
C -0.08752 -0.40019 -0.36871 -0.122
N -2.26401 0.01544 -0.24515 -0.022
N -1.38368 -0.65675 -0.98039 0.013
O -0.36145 0.48994 0.62430 -0.027
H -2.21364 1.34394 1.34952 0.129
H 1.81411 0.73397 -0.02561 0.085
H 2.16494 -0.72622 -1.24826 0.061
H 2.14681 -1.16651 0.46141 0.036
```

As for the electronic energy: -301.33083 hartree. The HOMO-LUMO gap comes out at 0.373 Eh. Its charge is 0. The value obtained for the HOMO energy is -9.522 eV. The calculation puts the relative energy (zero: lowest compared OMol25 entry of this formula, charge and spin) at 4.2559 eV. As for the SMILES: Cc1nnco1.


4.
# C3H4N2O

A molecular structure, C3H4N2O in a non-equilibrium geometry (wB97M-V/def2-TZVPD, OMol25).

XYZ file:
```
10
Properties=species:S:1:pos:R:3:lowdin_charge:R:1
N -0.06076 -1.17661 0.07360 0.085
C -0.09439 0.05591 1.09966 -0.353
O -0.57430 0.05561 2.18262 0.163
C 0.36563 1.04939 0.08154 -0.046
C -0.29827 0.24451 -1.08180 -0.413
N -0.82844 0.16171 -2.12819 0.082
H -0.83099 -1.82255 -0.08718 0.117
H 0.81308 -1.59688 -0.24182 0.112
H 0.12345 2.10970 0.25255 0.127
H 1.44860 0.93575 -0.06099 0.124
```

As for the electronic energy: -301.36845 hartree. The HOMO-LUMO gap comes out at 0.330 Eh. Its charge is 0. The value obtained for the HOMO energy is -8.588 eV. The calculation puts the relative energy (zero: lowest compared OMol25 entry of this formula, charge and spin) at 3.2322 eV.


5.
# C3H4N2O

C3H4N2O in the gas phase in a non-equilibrium geometry (wB97M-V/def2-TZVPD, OMol25).

XYZ file:
```
10
Properties=species:S:1:pos:R:3:lowdin_charge:R:1
N -1.68625 -0.34373 0.49097 0.109
C -0.37584 -0.11518 0.11912 -0.415
C 0.42511 -0.83016 -0.73845 -0.124
O 1.65316 -0.22126 -0.75516 0.010
C 1.45878 0.89158 -0.04356 -0.196
N 0.29960 1.02220 0.51893 0.141
H -2.28461 -0.63069 -0.28188 0.101
H -2.10425 0.47513 0.92156 0.093
H 0.32730 -1.83181 -0.22745 0.145
H 2.28700 1.58393 -0.00409 0.135
```

As for the electronic energy: -301.41615 hartree. The HOMO-LUMO gap comes out at 0.353 Eh. Its charge is 0. The value obtained for the HOMO energy is -8.643 eV. The calculation puts the relative energy (zero: lowest compared OMol25 entry of this formula, charge and spin) at 1.9343 eV. As for the SMILES: Nc1cocn1.


6.
# C3H4N2O

C3H4N2O in the gas phase in a non-equilibrium geometry (wB97M-V/def2-TZVPD, OMol25).

XYZ file:
```
10
Properties=species:S:1:pos:R:3:lowdin_charge:R:1
N -0.32685 -1.59366 0.24355 0.124
C -0.34637 -0.67476 1.10669 -0.301
O 0.17823 0.54942 0.88833 -0.063
C 0.73054 0.76025 -0.40001 -0.186
C -0.30253 1.16258 -1.37153 -0.176
N -1.09382 1.50702 -2.13971 0.154
H -0.76058 -2.43851 0.60469 0.060
H -0.75753 -0.70605 2.11737 0.136
H 1.23113 -0.14269 -0.75902 0.118
H 1.44780 1.57640 -0.29035 0.133
```

As for the electronic energy: -301.43413 hartree. The HOMO-LUMO gap comes out at 0.434 Eh. Its charge is 0. The value obtained for the HOMO energy is -11.030 eV. The calculation puts the relative energy (zero: lowest compared OMol25 entry of this formula, charge and spin) at 1.4451 eV. As for the SMILES: [H]/N=C/OCC#N.


7.
# C3H4N2O

C3H4N2O in the gas phase (wB97M-V/def2-TZVPD, OMol25).

XYZ file:
```
10
Properties=species:S:1:pos:R:3:lowdin_charge:R:1
O -1.06404 -0.46728 -2.12805 0.078
C -0.44893 -0.42519 -1.09347 -0.472
C -0.75375 0.57933 0.02740 -0.090
N 0.42765 0.42948 0.85303 0.018
C 1.13116 -0.62058 0.34715 -0.185
N 0.71491 -1.14707 -0.75913 0.125
H -0.84188 1.52951 -0.50287 0.128
H -1.68303 0.38452 0.57355 0.132
H 0.49063 0.70087 1.82181 0.135
H 2.02727 -0.96360 0.86057 0.130
```

As for the electronic energy: -301.46729 hartree. The HOMO-LUMO gap comes out at 0.379 Eh. Its charge is 0. The value obtained for the HOMO energy is -9.691 eV. The calculation puts the relative energy (zero: lowest compared OMol25 entry of this formula, charge and spin) at 0.5426 eV. As for the SMILES: O=C1CNC=N1.


8.
# C3H4N2O

C3H4N2O in the gas phase in a non-equilibrium geometry (wB97M-V/def2-TZVPD, OMol25).

XYZ file:
```
10
Properties=species:S:1:pos:R:3:lowdin_charge:R:1
C -1.23116 1.09621 -0.11326 -0.138
C -0.00225 0.92428 0.07695 -0.144
C -2.03499 -0.10736 -0.43341 -0.108
N 2.01410 -0.25142 -0.26973 -0.012
N 0.95935 0.29881 0.49629 -0.017
O -1.75376 -1.23422 0.11061 0.016
H -1.61154 2.09295 -0.25607 0.093
H 1.70246 -1.25036 -0.54095 0.119
H 2.88401 -0.23779 0.29590 0.084
H -0.92621 -1.33108 0.63367 0.106
```

As for the electronic energy: -301.26766 hartree. The HOMO-LUMO gap comes out at 0.308 Eh. Its charge is 0. The value obtained for the HOMO energy is -8.204 eV. The calculation puts the relative energy (zero: lowest compared OMol25 entry of this formula, charge and spin) at 5.9748 eV.


9.
# C3H4N2O

C3H4N2O in the gas phase in a non-equilibrium geometry (wB97M-V/def2-TZVPD, OMol25).

XYZ file:
```
10
Properties=species:S:1:pos:R:3:lowdin_charge:R:1
O 2.46722 0.62519 0.61857 0.268
C 1.41211 0.78772 0.18570 -0.183
N 0.32848 -1.41382 -0.22849 0.007
C -0.81518 -0.83770 0.00068 -0.359
C -0.98575 0.55279 0.03646 -0.165
N 0.30135 1.27925 -0.21317 0.067
H 0.23104 -2.42281 -0.32934 0.034
H -1.74988 -1.39459 0.15517 0.102
H -1.56412 0.99285 0.84203 0.061
H 0.37474 1.83110 -1.06760 0.168
```

As for the electronic energy: -301.35390 hartree. The HOMO-LUMO gap comes out at 0.274 Eh. Its charge is 0. The value obtained for the HOMO energy is -7.318 eV. The calculation puts the relative energy (zero: lowest compared OMol25 entry of this formula, charge and spin) at 3.6282 eV.


10.
# C3H4N2O

C3H4N2O in the gas phase (wB97M-V/def2-TZVPD, OMol25).

XYZ file:
```
10
Properties=species:S:1:pos:R:3:lowdin_charge:R:1
N 1.75458 -0.39799 0.71896 0.155
C 0.60891 0.08994 0.20481 -0.557
C 0.25888 1.25360 -0.32545 0.297
O -2.16999 0.69805 0.05440 -0.012
C -1.69005 -0.42859 0.03163 -0.394
N -0.39877 -0.76016 -0.12089 0.115
H 2.58655 0.15720 0.59534 0.109
H 1.87713 -1.39446 0.60266 0.112
H -0.43370 2.02615 -0.04718 0.053
H -2.32564 -1.32029 0.09870 0.122
```

As for the electronic energy: -301.32483 hartree. The HOMO-LUMO gap comes out at 0.309 Eh. Its charge is 0. The value obtained for the HOMO energy is -9.227 eV. The calculation puts the relative energy (zero: lowest compared OMol25 entry of this formula, charge and spin) at 4.4192 eV.


11.
# C3H4N2O

C3H4N2O in the gas phase (wB97M-V/def2-TZVPD, OMol25).

XYZ file:
```
10
Properties=species:S:1:pos:R:3:lowdin_charge:R:1
O -1.94976 -0.96631 0.21537 0.093
C -0.71423 -0.44557 0.17002 -0.421
C -0.37761 0.96794 -0.13899 -0.087
N 0.88919 1.11297 -0.19250 0.074
C 1.41404 -0.22761 0.05212 -0.258
N 0.33760 -1.13882 0.36058 0.125
H -2.59100 -0.30977 -0.08353 0.111
H -1.07612 1.78752 -0.30286 0.112
H 2.20680 -0.20296 0.80617 0.122
H 1.86110 -0.57738 -0.88640 0.128
```

As for the electronic energy: -301.44534 hartree. The HOMO-LUMO gap comes out at 0.396 Eh. Its charge is 0. The value obtained for the HOMO energy is -10.268 eV. The calculation puts the relative energy (zero: lowest compared OMol25 entry of this formula, charge and spin) at 1.1399 eV. As for the SMILES: OC1=NCN=C1.


12.
# C3H4N2O

2 unconnected molecules or ions with the total composition C3H4N2O in a non-equilibrium geometry (wB97M-V/def2-TZVPD, OMol25).

XYZ file:
```
10
Properties=species:S:1:pos:R:3:lowdin_charge:R:1
O -1.15282 2.02185 -1.52125 0.014
C -0.18809 1.64188 -1.03086 -0.072
N -0.67681 0.65197 1.01374 0.073
C 0.09157 -0.35572 1.12084 -0.220
C 0.42972 -1.08731 -0.12264 -0.220
N -0.08090 -0.66164 -1.20652 0.071
H -0.67462 1.25598 1.83151 0.073
H 0.65101 -0.61039 2.02712 0.104
H 1.22890 -1.83384 -0.06985 0.104
H 0.37205 -1.02277 -2.04210 0.074
```

As for the electronic energy: -301.39097 hartree. The HOMO-LUMO gap comes out at 0.348 Eh. Its charge is 0. The value obtained for the HOMO energy is -9.558 eV. The calculation puts the relative energy (zero: lowest compared OMol25 entry of this formula, charge and spin) at 2.6195 eV.


Question: Which of these has the lowest relative energy (zero: lowest compared OMol25 entry of this formula, charge and spin)?
Answer: number 7